C23H23N3ReS7Si as an isolated structure in a non-equilibrium geometry. Source: OMol25; level of theory: the ωB97M-V functional and the def2-TZVPD basis.

```
58
Properties=species:S:1:pos:R:3:forces:R:3:lowdin_charge:R:1
H -2.1828 -3.0099 4.4372 0.019 -0.014 -0.029 0.0383
N -0.7428 -0.6112 1.6967 0.644 -0.229 -0.497 -0.2547
H -1.7295 3.2917 -0.5151 -0.003 -0.009 -0.030 0.0919
H 1.9124 2.1828 -5.4920 0.011 -0.011 -0.018 0.0218
C 0.5574 -0.4264 2.2761 -0.363 0.125 0.074 -0.3580
C -0.5349 1.0481 -4.2093 0.129 0.049 0.056 -0.9848
H -2.4286 -2.3339 0.0650 -0.037 -0.038 -0.022 -0.0157
C 2.6441 -1.2803 3.1311 -0.023 0.017 -0.006 -0.0746
C -0.2037 1.6715 -0.6080 -0.183 -0.144 0.084 -0.3830
C 1.1226 1.6108 -0.9638 0.213 -0.135 -0.037 -0.5287
S -1.3601 -0.8483 -2.4032 -0.102 -0.147 -0.205 0.5506
C -0.7088 3.0063 -0.7253 0.090 -0.036 0.023 -0.1906
C 3.1244 0.0128 3.2929 -0.038 -0.026 -0.023 -0.0880
H -3.8068 -2.6716 1.0765 0.020 -0.013 -0.022 0.0406
S 0.9426 0.1584 -4.5439 -0.004 0.008 0.012 0.8384
C 3.6373 -1.1706 -1.2362 0.027 0.024 -0.027 -0.0371
H -2.3682 -3.6985 1.1684 0.016 0.025 -0.013 0.0378
C -3.3283 -0.5186 3.2470 -0.087 0.122 0.057 -0.1967
C 1.0374 0.8674 2.4531 0.001 0.113 0.077 -0.0402
S -0.8727 2.5254 -5.0761 0.105 0.053 -0.073 0.9224
C 0.2393 3.8830 -1.1539 -0.061 0.017 0.030 -0.3707
C -4.3159 -0.2587 -0.6889 0.133 -0.073 0.255 -0.8015
H -0.8010 -3.5409 3.4758 -0.001 0.037 0.019 0.0294
N 1.0002 -0.6810 -0.5854 0.117 -0.058 0.110 -0.0764
H 0.1290 4.9407 -1.3361 0.005 -0.015 0.000 0.0758
C -1.4817 0.6409 -3.3448 -0.006 -0.104 0.069 -1.0601
H 1.0141 -2.5113 2.4796 0.004 0.023 0.017 0.1016
H -3.5116 -0.8659 4.2668 0.000 0.033 -0.016 0.0301
Re -1.0639 -0.1147 -0.1532 -0.861 0.327 0.734 1.0024
H 2.6732 2.1007 3.0703 -0.010 -0.007 0.018 0.1063
S -3.2471 0.7565 0.1674 0.275 0.065 -0.515 0.5522
C -2.7151 -2.6666 1.0726 -0.040 -0.058 -0.104 -0.1710
H 3.2647 -2.1273 3.3955 0.002 0.002 -0.009 0.1052
Si -2.0358 -1.6051 2.4561 0.077 0.122 0.022 0.4121
S -2.9010 1.6539 -3.2456 -0.127 -0.085 0.070 0.8963
N -5.0579 -0.9386 -1.2532 -0.006 0.036 -0.002 0.0862
C 1.3703 -1.4995 2.6268 0.076 -0.110 -0.036 -0.0722
H -4.2729 -0.5487 2.7043 0.006 0.023 0.013 0.0196
H 3.7576 0.9475 -1.5930 0.009 -0.012 0.026 0.1144
C -2.3882 2.8931 -4.3280 -0.026 0.034 0.012 -1.5015
H 0.3938 1.6991 2.1938 0.025 0.003 -0.017 0.1108
C 3.1373 0.1137 -1.2910 0.062 0.000 -0.031 -0.0102
H 2.2123 2.0570 -3.7396 0.002 -0.022 -0.100 -0.0257
H 3.1570 -3.2317 -0.7934 -0.006 0.000 -0.027 0.1109
S -3.2376 4.2602 -4.6312 0.014 -0.017 -0.007 0.5447
H -3.0117 0.5248 3.2957 0.000 -0.017 0.004 0.0276
S 1.7623 3.1324 -1.4059 0.067 0.163 0.093 1.0579
C 2.8013 -2.2136 -0.8551 0.001 -0.019 -0.008 -0.0392
C 2.3138 1.0864 2.9516 -0.034 -0.017 -0.025 -0.0711
H -0.6777 -2.0874 4.4754 -0.054 -0.022 0.025 0.0397
H 4.1192 0.1804 3.6846 -0.009 -0.002 -0.005 0.1013
C 2.1465 1.5042 -4.6746 -0.033 -0.032 -0.043 -0.4061
H 3.1012 1.0240 -4.8856 -0.007 -0.014 0.004 0.0371
C 1.4913 -1.9238 -0.5457 -0.079 0.058 -0.098 -0.1208
H 0.7910 -2.6982 -0.2598 -0.001 0.002 0.025 0.1207
C 1.8065 0.3346 -0.9573 -0.101 0.128 0.096 -0.2829
C -1.3445 -2.6616 3.8278 0.161 -0.129 0.005 -0.1776
H 4.6707 -1.3643 -1.4936 -0.007 0.005 0.016 0.1150
```
Forces are in eV/Å.

Properties
HOMO energy (spin up / spin down): -7.6 / -7.6 eV
Gap between HOMO and LUMO (spin up / spin down): 6.2 / 6.0 eV
Spin multiplicity: 2
E: -114550.8577 eV
Net charge: 0